No. 1
Density functional theory data (wB97M-V/def2-TZVPD) for a structure of composition C23H27N2O5Se3TeZr in a non-equilibrium geometry.

Positions of all 62 atoms, in Å:
Zr (-1.3299, 0.4532, 1.0462)
C (0.3092, 0.8999, 4.5872)
O (0.4207, 0.6725, 3.1817)
C (1.6691, 0.5230, 2.6658)
C (2.8180, 0.9499, 3.3198)
C (4.0573, 0.7690, 2.7240)
C (4.1532, 0.1574, 1.4826)
C (3.0070, -0.2727, 0.8363)
C (1.7621, -0.0879, 1.4160)
N (0.5446, -0.5281, 0.7764)
N (0.7439, -1.2563, -0.2485)
C (-0.2050, -1.9492, -0.9132)
C (-1.5841, -2.0295, -0.5597)
O (-2.1353, -1.1786, 0.2348)
C (-2.3709, -3.0963, -1.0576)
C (-1.8696, -3.9275, -2.0033)
C (-0.5511, -3.7776, -2.5392)
C (-0.1019, -4.6051, -3.5869)
C (1.1586, -4.4537, -4.1004)
C (2.0028, -3.4673, -3.5671)
C (1.5841, -2.6550, -2.5382)
C (0.2938, -2.7932, -2.0007)
H (0.8806, 0.1517, 5.1327)
H (0.6507, 1.9038, 4.8411)
H (-0.7396, 0.7942, 4.8329)
H (2.7550, 1.4178, 4.2908)
H (4.9480, 1.1037, 3.2406)
H (5.1195, 0.0070, 1.0200)
H (3.0643, -0.7608, -0.1259)
H (-3.3788, -3.1968, -0.6771)
H (-2.4908, -4.7305, -2.3871)
H (-0.7698, -5.3633, -3.9813)
H (1.5016, -5.0872, -4.9079)
H (2.9997, -3.3429, -3.9728)
H (2.2453, -1.8980, -2.1387)
C (-1.2616, 3.4334, 2.8691)
O (-0.5719, 2.6898, 1.8488)
C (0.0045, 3.5910, 0.9064)
C (0.9033, 2.8028, 0.0255)
O (0.1599, 1.7474, -0.6111)
C (-0.1991, 2.0987, -1.9632)
C (-0.7381, 0.8945, -2.6686)
O (-1.7525, 0.3539, -1.8617)
C (-2.9300, -0.0347, -2.5562)
H (-0.5440, 4.0754, 3.3796)
H (-1.6911, 2.7268, 3.5644)
H (-2.0559, 4.0236, 2.4158)
H (0.5912, 4.3428, 1.4404)
H (-0.7906, 4.0959, 0.3501)
H (1.7050, 2.3415, 0.5961)
H (1.3462, 3.4509, -0.7303)
H (0.7068, 2.4372, -2.4685)
H (-0.9300, 2.9073, -1.9462)
H (0.0465, 0.1495, -2.8392)
H (-1.1267, 1.2150, -3.6385)
H (-2.6957, -0.7911, -3.3100)
H (-3.3963, 0.8318, -3.0279)
H (-3.6139, -0.4512, -1.8224)
Se (-1.6071, -1.5433, 3.0219)
Se (-3.0185, 0.2706, 3.2779)
Te (-4.5562, 0.6510, 1.2851)
Se (-3.1457, 2.3438, 0.1391)

For the energy above the lowest of the compared OMol25 structures with the same formula, charge and spin, the calculation gives 40.7 kcal per mole. As for the calculated total energy: -8897.5797 hartree. Its spin multiplicity is 1. As for the net charge: +1. The calculation puts the frontier orbital gap at 5.750 eV.

=====

No. 2
Density functional theory data (wB97M-V/def2-TZVPD) for an isolated molecule of C23H27N3O2S.

Positions of all 56 atoms, in Å:
C (5.6019, 4.8545, -4.9508)
C (4.3974, 4.2876, -4.2156)
O (4.8468, 3.2053, -3.4261)
C (3.9476, 2.5452, -2.6444)
C (2.5883, 2.8247, -2.5710)
C (1.7628, 2.0887, -1.7390)
C (2.2797, 1.0685, -0.9528)
N (1.4943, 0.2637, -0.1207)
C (0.3668, 0.5967, 0.5684)
S (-0.1819, 2.1544, 0.7023)
N (-0.2810, -0.4357, 1.1638)
C (-1.3557, -0.2204, 2.1183)
C (-2.6678, -0.7208, 1.5828)
C (-3.2494, -0.1092, 0.4787)
C (-4.4374, -0.5658, -0.0488)
C (-5.1036, -1.6686, 0.5072)
N (-6.2697, -2.1546, -0.0399)
C (-7.0432, -3.1299, 0.6905)
C (-6.9510, -1.3890, -1.0561)
C (-4.5125, -2.2759, 1.6233)
C (-3.3189, -1.8117, 2.1395)
C (0.0434, -1.8286, 0.9056)
C (1.0913, -2.3473, 1.8388)
C (0.9984, -2.9866, 3.0389)
C (2.3267, -3.1784, 3.4947)
C (3.1301, -2.6383, 2.5428)
O (2.3955, -2.1316, 1.5356)
C (3.6407, 0.7748, -1.0430)
C (4.4625, 1.5008, -1.8742)
H (5.2961, 5.6916, -5.5720)
H (6.3466, 5.1928, -4.2357)
H (6.0482, 4.0876, -5.5780)
H (3.9453, 5.0590, -3.5767)
H (3.6423, 3.9421, -4.9361)
H (2.1498, 3.6141, -3.1603)
H (0.7117, 2.3193, -1.7022)
H (1.9738, -0.5742, 0.1832)
H (-1.4078, 0.8546, 2.3066)
H (-1.0982, -0.7362, 3.0502)
H (-2.7626, 0.7464, 0.0351)
H (-4.8491, -0.0489, -0.8993)
H (-7.9446, -3.3687, 0.1309)
H (-6.4724, -4.0533, 0.8123)
H (-7.3389, -2.7671, 1.6825)
H (-7.2462, -0.3942, -0.7007)
H (-7.8466, -1.9216, -1.3685)
H (-6.3111, -1.2712, -1.9329)
H (-4.9805, -3.1204, 2.1013)
H (-2.8959, -2.3040, 3.0053)
H (0.3672, -1.9459, -0.1333)
H (-0.8763, -2.4030, 1.0460)
H (0.0994, -3.2928, 3.5330)
H (2.6332, -3.6520, 4.4042)
H (4.1952, -2.5532, 2.4618)
H (4.0528, -0.0312, -0.4513)
H (5.5159, 1.2805, -1.9443)

For the energy above the lowest of the compared OMol25 structures with the same formula, charge and spin, the calculation gives 52.3 kcal per mole. As for the calculated total energy: -1605.5441 hartree. Its spin multiplicity is 1. Its SMILES is CCOc1ccc(NC(=S)N(Cc2ccc(N(C)C)cc2)Cc2ccco2)cc1. The calculation puts the frontier orbital gap at 8.213 eV.

=====

No. 3
Density functional theory data (wB97M-V/def2-TZVPD) for an isolated molecule of C23H27N3O5S2 in a non-equilibrium geometry.

Positions of all 60 atoms, in Å:
C (2.7747, -2.0339, -3.7735)
O (1.8934, -1.0187, -4.1895)
C (1.7106, 0.0599, -3.3790)
C (0.8365, 1.0389, -3.8541)
C (0.5610, 2.1558, -3.0956)
C (1.1508, 2.3284, -1.8481)
C (0.7924, 3.4994, -0.9707)
N (-0.3331, 3.1703, -0.1119)
C (-0.1742, 2.6597, 1.1194)
O (0.8993, 2.5277, 1.6724)
C (-1.4899, 2.2610, 1.7923)
N (-2.2191, 1.3147, 0.9667)
C (-3.5008, 1.5960, 0.5926)
O (-4.0344, 2.6483, 0.8653)
C (-4.1961, 0.4811, -0.1686)
C (-3.9322, 0.6210, -1.6591)
S (-2.1591, 0.9319, -2.0357)
C (-1.3847, -0.1184, -0.8268)
C (-0.6352, -1.2063, -1.2483)
C (-0.0181, -2.0231, -0.3169)
C (-0.1608, -1.7438, 1.0297)
S (0.4985, -2.8967, 2.2594)
O (-0.3960, -2.8540, 3.3767)
O (0.7172, -4.1398, 1.5815)
N (1.9760, -2.3725, 2.7941)
C (2.0033, -1.1245, 3.5371)
C (2.6904, -0.0799, 2.6328)
C (3.0284, -0.8439, 1.3454)
C (3.0189, -2.3069, 1.7935)
C (-0.8932, -0.6585, 1.4618)
C (-1.5103, 0.1755, 0.5354)
C (2.0298, 1.3616, -1.3870)
C (2.3159, 0.2356, -2.1397)
H (2.7622, -2.7779, -4.5683)
H (3.7942, -1.6555, -3.6494)
H (2.4432, -2.4978, -2.8385)
H (0.3802, 0.8951, -4.8202)
H (-0.1203, 2.9016, -3.4768)
H (1.6270, 3.7494, -0.3119)
H (0.5215, 4.3702, -1.5712)
H (-1.2449, 3.1423, -0.5442)
H (-2.1343, 3.1360, 1.9197)
H (-1.2657, 1.8353, 2.7741)
H (-5.2695, 0.5699, 0.0085)
H (-3.8551, -0.4906, 0.1940)
H (-4.4480, 1.4887, -2.0685)
H (-4.2394, -0.2730, -2.2025)
H (-0.5507, -1.4031, -2.3055)
H (0.5401, -2.8966, -0.6130)
H (0.9847, -0.8647, 3.8178)
H (2.5747, -1.2866, 4.4555)
H (3.6000, 0.2815, 3.1105)
H (2.0515, 0.7781, 2.4331)
H (2.2525, -0.6829, 0.5966)
H (3.9880, -0.5465, 0.9272)
H (2.7975, -3.0236, 1.0050)
H (3.9679, -2.5773, 2.2668)
H (-1.0140, -0.4914, 2.5194)
H (2.4969, 1.4923, -0.4225)
H (3.0103, -0.4935, -1.7533)

For the energy above the lowest of the compared OMol25 structures with the same formula, charge and spin, the calculation gives 27.9 kcal per mole. As for the calculated total energy: -2229.5204 hartree. Its spin multiplicity is 1. Its SMILES is COc1ccc(CNC(=O)CN2C(=O)CCSc3ccc(S(=O)(=O)N4CCCC4)cc32)cc1. The calculation puts the frontier orbital gap at 8.774 eV.

=====

What is the formula in the third record? C23H27N3O5S2

=====

Look up the calculated total energy of the first one. -8897.5797 hartree